*a*
Computed, not measured: a molecular structure, C6H12N2, with wB97M-V/def2-TZVPD.

As for the gap between HOMO and LUMO: 8.67 eV. Its net charge is 0.

Last column: natural (NBO) charge in e.
Atoms and positions in Å:
C1 2.3713 -0.7509 0.1143  -0.408
C2 0.7267 1.2066 0.0278  -0.242
C3 -0.6690 1.3885 -0.6214  -0.406
C4 -1.3092 0.0833 -0.1576  0.070
C5 -1.8577 -1.2184 -0.2964  -0.281
C6 -0.0904 -1.0518 -0.3595  -0.162
H1 2.6063 -0.5347 -0.9141  0.185
H2 2.1678 -1.8675 0.3202  0.233
H3 3.1741 -0.1866 0.6098  0.206
H4 1.4352 1.2167 -0.8357  0.186
H5 1.0054 1.9202 0.7217  0.213
H6 -0.8695 1.4963 -1.6790  0.216
H7 -1.2347 2.4062 -0.2090  0.224
H8 -2.1476 -0.0975 1.9969  0.381
H9 -0.1705 0.0771 1.4972  0.427
H10 -2.5774 -1.4951 0.4579  0.221
H11 -2.2649 -1.5508 -1.2602  0.203
H12 0.1169 -1.0702 -1.3640  0.169
N1 0.8510 -0.1952 0.6257  -0.463
N2 -1.2640 0.2238 1.3256  -0.972



*b*
Computed, not measured: a single C6H12N2 molecule, with wB97M-V/def2-TZVPD.

As for the gap between HOMO and LUMO: 9.63 eV. Its net charge is 0. The structure (SMILES) is [H]/N=C(\C(C)=N\[H])C(C)C.

Last column: natural (NBO) charge in e.
Atoms and positions in Å:
H1 2.0475 -2.0181 0.0322  0.354
N1 1.0304 -1.9034 0.1220  -0.571
C1 0.7144 -0.6860 0.2097  0.276
C2 1.3423 0.5675 -0.2851  0.241
C3 1.3129 1.7750 0.6123  -0.691
N2 2.0478 0.4839 -1.3804  -0.632
H2 2.6662 1.2952 -1.4606  0.331
C4 -0.8884 -0.1541 -0.0560  -0.250
C5 -1.6052 -0.5301 1.2318  -0.610
C6 -1.4352 -0.8941 -1.2636  -0.616
H3 2.3165 2.1996 0.6937  0.234
H4 0.9445 1.5384 1.6129  0.225
H5 0.6419 2.5214 0.1807  0.234
H6 -1.0205 0.9165 -0.2288  0.204
H7 -2.6694 -0.2806 1.1623  0.202
H8 -1.5144 -1.6010 1.4377  0.220
H9 -1.1988 0.0232 2.0838  0.201
H10 -1.3746 -1.9790 -1.1284  0.222
H11 -2.4910 -0.6472 -1.4169  0.207
H12 -0.8670 -0.6271 -2.1595  0.220



*b* takes first place; second place is 618.1 kJ/mol up.



*a*
Computed, not measured: 2 unconnected molecules or ions with the total composition C6H12N2, with wB97M-V/def2-TZVPD.

As for the gap between HOMO and LUMO: 9.36 eV. Its net charge is 0. The structure (SMILES) is Cc1c[nH]cn1.CC.

Last column: natural (NBO) charge in e.
Atoms and positions in Å:
C1 -0.9273 2.5298 -0.1063  -0.635
C2 -1.2001 1.0686 0.1775  0.101
C3 -0.5540 -0.0277 -0.3059  -0.131
N1 -1.2062 -1.0917 0.3086  -0.522
C4 -2.2562 -0.5822 1.0084  0.167
N2 -2.2805 0.7272 0.9220  -0.464
H1 -0.7048 2.7726 -1.1437  0.215
H2 -0.0865 2.8802 0.4900  0.214
H3 -1.8034 3.0894 0.1787  0.230
H4 0.2519 -0.2569 -0.9698  0.220
H5 -0.9192 -2.0561 0.2968  0.411
H6 -2.9191 -1.3159 1.4412  0.192
C5 2.8374 -0.7147 -0.3276  -0.608
C6 3.7783 -1.5414 -1.1986  -0.614
H7 3.2419 -0.8578 0.6895  0.206
H8 2.9338 0.3490 -0.4622  0.211
H9 1.8467 -1.1038 -0.2006  0.195
H10 4.7386 -1.0136 -1.1013  0.204
H11 3.6970 -1.6714 -2.2768  0.206
H12 3.8317 -2.5533 -0.7960  0.201



*b*
Computed, not measured: a single C6H12N2 molecule, with wB97M-V/def2-TZVPD.

As for the gap between HOMO and LUMO (alpha / beta): 7.61 / 7.61 eV. Its net charge is 0.

Last column: natural (NBO) charge in e.
Atoms and positions in Å:
C1 -0.4841 -1.1701 0.2357  -0.282
C2 0.9200 -1.2497 0.0025  -0.147
C3 -1.2194 -0.0827 0.0930  0.050
C4 -2.6795 -0.0501 0.5820  -0.637
C5 -0.8476 0.8270 -0.9925  -0.661
C6 2.8515 0.2166 -0.2047  -0.404
N1 1.0697 0.9069 0.9361  -0.583
N2 1.5131 -0.0507 0.1633  -0.053
H1 -0.8525 -2.0105 0.6911  0.202
H2 1.5768 -1.9930 -0.4913  0.213
H3 -2.6443 0.7132 1.4508  0.209
H4 -3.1854 -0.9082 1.0148  0.223
H5 -3.3872 0.3902 -0.1097  0.214
H6 -0.5232 1.7789 -0.6846  0.237
H7 -1.7227 1.0561 -1.6689  0.217
H8 -0.1879 0.2084 -1.5802  0.220
H9 2.8453 0.9128 -1.1112  0.224
H10 3.2536 0.6692 0.6276  0.231
H11 3.4722 -0.7657 -0.3442  0.204
H12 0.2318 0.6016 1.3903  0.325



*c*
Computed, not measured: a single C6H12N2 molecule, with wB97M-V/def2-TZVPD.

As for the gap between HOMO and LUMO: 8.93 eV. Its net charge is 0. The structure (SMILES) is [H]/N=C/C(=C)[C@@H](C)NC.

Last column: natural (NBO) charge in e.
Atoms and positions in Å:
H1 2.4790 0.9473 -1.8315  0.346
N1 1.8538 0.7860 -1.0328  -0.638
C1 1.0170 -0.1607 -1.3240  0.114
C2 0.2168 -0.9519 -0.3323  -0.073
C3 -0.1673 -2.1861 -0.6823  -0.350
C4 -0.3090 -0.1840 0.8501  -0.086
C5 0.6858 -0.2236 2.0067  -0.604
N2 -0.5323 1.2663 0.4586  -0.650
C6 -1.6535 1.5146 -0.4272  -0.409
H2 1.0614 -0.6135 -2.3327  0.157
H3 0.1835 -2.6655 -1.5924  0.200
H4 -0.8360 -2.7631 -0.0491  0.203
H5 -1.2669 -0.5978 1.1880  0.203
H6 0.9135 -1.2588 2.2866  0.206
H7 1.6340 0.2603 1.7414  0.223
H8 0.2772 0.2787 2.8912  0.218
H9 0.3264 1.7540 0.1855  0.393
H10 -2.5913 1.1359 -0.0093  0.190
H11 -1.5176 1.0691 -1.4175  0.153
H12 -1.7746 2.5927 -0.5769  0.203



*a* takes first place; second place is 94.4 kJ/mol up.



*a*
Computed, not measured: a molecular structure, C6H12N2, with wB97M-V/def2-TZVPD.

As for the gap between HOMO and LUMO: 8.03 eV. Its net charge is 0.

Last column: natural (NBO) charge in e.
Atoms and positions in Å:
C1 -0.9279 -0.2845 0.6525  -0.037
C2 0.5627 -1.4913 0.5063  -0.233
C3 1.9066 0.1753 -0.6092  -0.270
C4 -0.6970 0.8938 1.5738  -0.652
N1 -0.6581 -1.5931 1.2359  -0.661
N2 0.8921 0.9565 -1.0696  -0.592
C5 -0.3781 0.4961 -1.1684  0.218
C6 -1.1648 0.3178 -2.2106  -0.495
H1 -0.5101 -1.5470 2.2395  0.350
H2 0.9777 1.9557 -0.9388  0.399
H3 -1.9365 -0.2898 0.2380  0.183
H4 1.4723 -1.5745 1.0880  0.184
H5 0.5575 -2.0657 -0.4135  0.183
H6 2.6926 0.6761 -0.0606  0.188
H7 2.1569 -0.6935 -1.1984  0.181
H8 -1.0451 1.8201 1.1142  0.216
H9 -1.2468 0.7609 2.5116  0.206
H10 0.3609 1.0127 1.8142  0.210
H11 -2.1740 -0.0556 -2.0802  0.211
H12 -0.8407 0.5299 -3.2247  0.211



*b*
Computed, not measured: 3 unconnected molecules or ions with the total composition C6H12N2, with wB97M-V/def2-TZVPD.

As for the gap between HOMO and LUMO: 8.84 eV. Its net charge is 0. The structure (SMILES) is [H]/N=C\C.C=CC.C#N.

Last column: natural (NBO) charge in e.
Atoms and positions in Å:
H1 -0.5648 -3.3358 1.0386  0.321
N1 -0.7876 -2.5731 0.3920  -0.645
C1 -0.0140 -1.5754 0.5350  0.105
C2 1.0833 -1.4341 1.5656  -0.694
H2 -0.5679 -0.4534 0.2694  0.249
H3 1.0893 -2.2760 2.2633  0.212
H4 0.9535 -0.5122 2.1348  0.227
H5 2.0639 -1.3766 1.0850  0.224
C3 -1.3137 0.7850 0.2190  -0.585
C4 -0.8471 1.4060 -0.9331  -0.015
C5 0.0778 2.5843 -0.8838  -0.648
H6 -2.2917 0.3170 0.2065  0.235
H7 -1.0289 1.2012 1.1806  0.213
H8 -1.4434 1.3164 -1.8312  0.212
H9 0.7448 2.5271 -0.0218  0.210
H10 -0.5053 3.5071 -0.8039  0.221
H11 0.6863 2.6449 -1.7851  0.230
C6 0.7626 -0.9638 -1.3184  0.060
N2 0.5569 0.0680 -1.8602  -0.371
H12 1.3460 -1.8566 -1.4522  0.240



*b* takes first place; second place is 188.2 kJ/mol up.



*a*
Computed, not measured: a single C3H4N2O2 molecule, with wB97M-V/def2-TZVPD.

As for the gap between HOMO and LUMO: 10.52 eV. Its net charge is 0. The structure (SMILES) is C=NN(C=O)C=O.

Last column: natural (NBO) charge in e.
Atoms and positions in Å:
C1 0.1302 -0.0749 1.9282  -0.075
N1 -0.7363 -0.1790 0.9628  -0.231
N2 -0.0310 0.0469 -0.3270  -0.380
C2 1.3278 -0.1736 -0.5080  0.499
O1 2.0712 -0.5002 0.4421  -0.598
C3 -0.9295 0.2605 -1.4307  0.531
O2 -2.0327 0.6462 -1.1146  -0.494
H1 -0.6944 -0.5767 2.8141  0.198
H2 1.2006 0.0882 2.0336  0.257
H3 1.7621 -0.1630 -1.5101  0.155
H4 -0.3768 0.3362 -2.3460  0.137



*b*
Computed, not measured: a single C3H4N2O2 molecule, with wB97M-V/def2-TZVPD.

As for the gap between HOMO and LUMO: 10.82 eV. Its net charge is 0. The structure (SMILES) is O[C@@]12N=CCN1O2.

Last column: natural (NBO) charge in e.
Atoms and positions in Å:
O1 -2.7266 -0.3316 -0.4986  -0.678
C1 -1.5499 -0.0968 0.1157  0.672
N1 -0.8357 -1.2973 0.3826  -0.438
C2 0.3779 -1.0618 0.3668  0.153
C3 0.6894 0.3560 -0.0709  -0.346
N2 -0.6509 0.9475 -0.2665  -0.149
O2 -1.3314 0.9411 0.9931  -0.368
H1 -3.0725 -1.2264 -0.3728  0.506
H2 1.1068 -1.7700 0.5891  0.190
H3 1.1528 1.1053 0.5752  0.240
H4 1.3116 0.3297 -0.8621  0.218



*c*
Computed, not measured: a single C3H4N2O2 molecule, with wB97M-V/def2-TZVPD.

As for the gap between HOMO and LUMO: 8.74 eV. Its net charge is 0. The structure (SMILES) is Oc1c[nH]c(O)n1.

Last column: natural (NBO) charge in e.
Atoms and positions in Å:
O1 2.3705 0.6143 -0.4372  -0.663
C1 1.0902 0.1871 -0.4595  0.409
C2 0.6913 -1.1111 -0.4228  -0.232
N1 -0.7098 -1.0346 -0.4332  -0.547
C3 -1.0165 0.2739 -0.4780  0.642
O2 -2.3015 0.6587 -0.4641  -0.659
N2 0.0303 1.0615 -0.4971  -0.586
H1 2.3541 1.5636 -0.2646  0.489
H2 1.2348 -1.9835 -0.1081  0.223
H3 -1.3601 -1.7844 -0.6059  0.422
H4 -2.2918 1.6192 -0.3486  0.502



*c* takes first place; second place is 318.2 kJ/mol up.



*a*
Computed, not measured: a single C3H4N2O2 molecule, with wB97M-V/def2-TZVPD.

As for the gap between HOMO and LUMO: 9.16 eV. Its net charge is 0. The structure (SMILES) is Oc1ccnn1O.

Last column: natural (NBO) charge in e.
Atoms and positions in Å:
O1 0.8086 -0.3743 -1.8244  -0.634
C1 0.4270 0.1005 -0.7304  0.455
C2 0.4562 1.4561 -0.2437  -0.444
C3 -0.0472 1.4054 1.0982  -0.044
N1 -0.3883 0.1214 1.4777  -0.331
N2 -0.2049 -0.6008 0.3171  0.038
O2 -1.0888 -1.7589 0.1217  -0.508
H1 1.6801 0.0443 -2.1514  0.514
H2 0.9992 2.3636 -0.7301  0.236
H3 0.1444 1.9889 2.2042  0.237
H4 -1.4465 -1.7475 0.9901  0.482



*b*
Computed, not measured: a molecular structure, C3H4N2O2, with wB97M-V/def2-TZVPD.

As for the gap between HOMO and LUMO (alpha / beta): 7.64 / 7.64 eV. Its net charge is 0.

Last column: natural (NBO) charge in e.
Atoms and positions in Å:
C1 0.1042 -0.3597 -0.0195  0.295
C2 -1.1357 -0.7492 0.1525  -0.613
C3 2.2733 0.3828 -0.0793  0.604
N1 0.9039 0.5360 -0.2119  -0.459
N2 2.7762 -0.7025 -0.2067  -0.136
O1 1.9209 -1.8236 -0.2415  -0.424
O2 3.0248 1.5003 0.2846  -0.641
H1 0.8827 -1.4924 -0.0917  0.378
H2 -1.8867 0.0271 0.2197  0.263
H3 -1.2917 -1.8039 0.0336  0.240
H4 2.3931 2.2723 0.0706  0.492



*a* takes first place; second place is 109.5 kJ/mol up.